Entry from the OMol25 dataset: a single C5H7NS2 molecule (ωB97M-V with the def2-TZVPD basis set).

```
15
Properties=species:S:1:pos:R:3:lowdin_charge:R:1
H -2.587 0.603 -0.162 0.01
N -2.241 1.618 -0.003 0.09
C -0.023 0.632 -0.212 -0.60
H -0.416 2.622 0.259 0.12
H 0.685 -2.503 0.141 0.10
S 1.734 0.997 -0.153 0.85
H 1.828 -0.914 1.513 0.09
C 2.014 -0.792 0.403 -0.38
C -0.892 1.685 -0.056 -0.19
C 0.813 -1.534 -0.372 -0.29
H 3.082 -1.062 0.066 0.09
S -1.811 -1.382 0.021 0.74
C -0.348 -0.699 -0.231 -0.86
H 0.955 -1.685 -1.457 0.13
H -2.793 2.415 0.242 0.10
```

Properties
E_tot   -28458.1226 eV
Net charge   0
SMILES string   N/C=C1/SCCC1=S
Highest occupied orbital energy   -7.64 eV
Frontier orbital gap   7.453 eV

---

Entry from the OMol25 dataset: 2 unconnected molecules or ions with the total composition C3H7N2O (ωB97M-V with the def2-TZVPD basis set).

```
13
Properties=species:S:1:pos:R:3:lowdin_charge:R:1
H -0.133 -1.626 2.983 0.18
N 0.085 0.605 -1.010 0.04
H 1.182 -1.572 -0.754 0.12
C 0.375 -1.272 -0.096 -0.02
C 0.858 1.254 -1.793 -0.09
C -0.049 -0.811 2.235 -0.17
H 1.923 1.503 -1.527 0.11
N 0.526 -1.141 1.158 0.11
H -0.657 -1.545 -0.265 0.12
H -0.328 1.138 1.979 0.16
H 0.474 1.489 -2.825 0.13
H -0.905 0.552 -1.340 0.15
O -0.457 0.377 2.585 0.16
```

Properties
E_tot   -8238.6431 eV
Net charge   +1
Spin multiplicity   3
Highest occupied orbital energy (spin up / spin down)   -10.88 / -15.91 eV
Frontier orbital gap (spin up / spin down)   6.864 / 7.776 eV

---

Entry from the OMol25 dataset: 3 unconnected molecules or ions with the total composition C12H29INO9PS2 (ωB97M-V with the def2-TZVPD basis set).

```
55
Properties=species:S:1:pos:R:3:lowdin_charge:R:1
O -4.918 -0.531 -2.556 -0.27
H -5.485 -3.284 -4.650 0.08
H -4.760 -3.405 -3.024 0.08
C 0.094 -2.824 -2.382 -0.25
H 2.712 0.903 2.203 0.04
H 1.650 -0.380 6.645 0.01
H 4.047 -1.724 -2.278 0.07
H -1.785 -1.803 -2.621 0.06
O 4.365 1.863 3.583 -0.09
H -6.894 0.967 -5.471 0.12
H 0.182 1.057 2.246 0.06
O -3.510 -1.282 -4.462 -0.28
O 1.894 -0.687 -0.779 -0.29
H 3.628 2.699 0.956 0.10
H 3.999 -3.374 -1.582 0.08
H -6.421 -2.777 -3.209 0.08
S -4.777 -1.211 -3.804 0.56
H 0.044 3.588 3.424 0.07
C 3.012 1.746 4.116 -0.47
H 2.660 2.761 4.231 0.10
S 2.138 -2.085 -0.959 0.55
H -4.980 2.325 -6.184 0.08
H 0.840 0.997 5.991 0.00
H -0.189 -3.438 -1.525 0.11
C -4.822 1.273 -5.945 -0.07
P 3.313 1.140 5.861 0.90
H 0.638 2.598 4.700 0.04
H -3.842 1.173 -5.480 0.07
O 4.552 4.010 3.088 0.19
H 4.429 -1.979 -0.554 0.07
H -4.806 0.697 -6.870 0.08
C 2.129 0.999 3.093 -0.68
H 1.138 2.431 1.831 0.10
H -0.064 -3.423 -3.277 0.12
C -0.738 -1.559 -2.454 -0.06
O -5.859 -0.651 -4.826 -0.26
H -0.871 2.217 3.897 0.07
C 1.680 0.700 6.598 -0.29
C 3.828 -2.318 -1.395 -0.12
C 0.869 1.774 2.650 -0.30
I 1.544 -1.023 3.541 0.95
O 1.774 -3.028 0.051 -0.29
H -0.665 -0.987 -1.529 0.08
H 4.767 1.593 1.250 0.09
O 4.049 -0.343 5.738 -0.36
N 4.557 2.580 1.353 0.16
C 0.138 2.562 3.746 -0.09
C -5.920 0.776 -5.025 -0.25
H -0.393 -0.916 -3.263 0.09
H 1.641 1.069 7.606 0.02
H 4.728 -0.283 5.050 0.05
O 1.510 -2.550 -2.344 -0.26
C -5.435 -2.838 -3.660 -0.12
H -5.896 1.288 -4.062 0.11
C 4.482 2.921 2.724 -0.63
```

Properties
E_tot   -71890.4308 eV
Net charge   0
SMILES string   CC[C@H](I)[C@H](OC(N)=O)P(C)O.CCOS(C)(=O)=O.CCOS(C)(=O)=O
Highest occupied orbital energy   -8.03 eV
Frontier orbital gap   8.437 eV

---

Entry from the OMol25 dataset: 2 unconnected molecules or ions with the total composition C4H10NO (ωB97M-V with the def2-TZVPD basis set).

```
16
Properties=species:S:1:pos:R:3:lowdin_charge:R:1
H -0.384 -0.346 -3.699 0.02
H 1.133 -1.102 -3.126 0.03
N -0.637 -0.474 2.538 0.04
H -0.550 0.739 -0.612 0.04
H 1.982 -0.400 1.766 0.03
H 1.575 0.249 0.096 0.04
C -1.073 0.630 0.381 -0.08
O 0.528 0.632 -2.103 -0.45
H 0.007 -1.031 3.078 0.06
H -1.445 1.585 0.762 0.07
C 1.217 -0.037 1.083 0.00
H -0.345 -1.212 -2.156 0.03
C -0.084 0.024 1.329 -0.49
C 0.240 -0.506 -2.805 -0.46
H -1.560 -0.864 2.475 0.06
H -1.954 -0.020 0.280 0.06
```

Properties
E_tot   -7846.5696 eV
Net charge   -1
Highest occupied orbital energy   -2.24 eV
Frontier orbital gap   6.308 eV

---

These records have ΔE to the lowest compared entry with this formula, charge and spin values of 71.8, 164.0, 0.0, 93.3 kJ/mol, in the order they appear.